No. 1
Density functional theory data (ωB97M-V/def2-TZVPD) for C39H44CuN6P2 as an isolated structure.

XYZ file:
```
92
Properties=species:S:1:pos:R:3:forces:R:3
Cu 0.65757 0.19755 -1.01581 -0.169 0.085 0.014
N 0.86056 -1.39216 -3.72325 -0.106 -0.081 0.088
C 0.13056 -0.23911 -3.89117 -0.080 0.261 -0.087
C -0.55783 -0.08009 -5.10340 -0.035 0.007 -0.074
C -1.22914 1.09213 -5.34946 0.043 -0.038 0.039
C -1.19818 2.10536 -4.39154 0.033 0.003 0.058
C -0.53765 1.86031 -3.21482 -0.113 0.092 -0.201
N 0.08985 0.69930 -2.94018 0.226 -0.266 0.131
C 1.86649 -1.71749 -2.84035 0.340 -0.069 0.148
C 2.66704 -2.82260 -3.15712 0.027 -0.059 -0.036
C 3.75231 -3.12034 -2.37003 -0.066 0.061 -0.013
C 4.04013 -2.30485 -1.27574 -0.033 0.042 0.015
C 3.18318 -1.27135 -0.99804 0.207 -0.171 0.037
N 2.09242 -0.99186 -1.74143 -0.174 -0.008 -0.163
H 0.76889 -2.04830 -4.48032 -0.039 -0.030 -0.040
H -0.53117 -0.86904 -5.84407 0.020 0.001 0.013
H -1.75477 1.23900 -6.28323 0.011 -0.047 -0.015
H -1.67841 3.05697 -4.56519 0.006 0.010 0.052
H -0.49482 2.61757 -2.44668 -0.004 0.013 -0.022
H 2.43370 -3.42003 -4.02901 0.014 0.027 -0.010
H 4.38670 -3.96299 -2.60892 -0.020 -0.012 -0.026
H 4.90599 -2.47935 -0.65433 -0.021 0.024 0.026
H 3.36021 -0.62782 -0.14862 -0.006 -0.006 -0.039
C 0.48102 2.75170 2.62664 -0.054 0.019 0.070
N 0.55022 1.82708 1.49083 -0.026 -0.300 -0.130
P 1.32053 0.29676 1.50114 0.000 0.603 0.222
C 0.72278 -0.59022 2.97989 -0.035 -0.126 -0.426
C 0.95281 -0.08929 4.26242 0.014 -0.027 -0.031
C 0.44736 -0.75709 5.36546 0.022 0.053 0.064
C -0.26574 -1.93908 5.20587 0.023 0.007 -0.048
C -0.47143 -2.45704 3.93634 -0.045 -0.101 -0.009
C 0.01796 -1.78263 2.82845 0.010 0.129 -0.018
C 3.04612 0.64223 1.94731 -0.111 -0.161 -0.067
C 3.78118 -0.38217 2.55008 -0.036 0.077 0.006
C 5.12096 -0.19163 2.84391 0.027 -0.026 -0.013
C 5.73140 1.01891 2.54108 0.012 -0.013 -0.005
C 5.00643 2.03262 1.93079 0.039 0.061 -0.033
C 3.66855 1.84342 1.61779 -0.082 -0.033 -0.045
P -0.42841 1.92532 0.11231 -0.153 0.114 0.688
C -0.64076 3.70335 -0.14991 0.153 -0.268 -0.218
C -1.81169 4.36567 0.21071 0.039 -0.023 0.002
C -1.88044 5.74534 0.08510 -0.042 0.027 0.007
C -0.79474 6.45805 -0.40331 -0.035 -0.013 0.018
C 0.36859 5.79588 -0.77719 0.066 0.028 -0.029
C 0.44675 4.41942 -0.65567 -0.017 -0.005 0.028
C -2.08692 1.30278 0.50060 0.036 0.076 -0.119
C -3.00778 1.22384 -0.54958 0.088 -0.013 0.042
C -4.26335 0.68177 -0.33252 -0.006 0.022 -0.017
C -4.60200 0.20447 0.92938 -0.014 0.010 0.028
C -3.68820 0.27303 1.97040 -0.053 -0.038 0.029
C -2.42972 0.82227 1.75993 0.084 0.034 -0.052
H 1.41029 2.69789 3.18992 0.023 0.006 -0.005
H -0.35434 2.53225 3.29456 0.039 -0.030 -0.003
H 0.37231 3.76974 2.25730 -0.011 0.019 -0.021
H 1.54748 0.80298 4.40277 0.000 0.022 0.030
H 0.62395 -0.35973 6.35630 0.000 -0.016 -0.003
H -0.64335 -2.46472 6.07253 -0.007 0.013 0.002
H -1.00352 -3.39100 3.80912 -0.004 0.010 0.004
H -0.14089 -2.19510 1.84008 0.015 -0.025 0.150
H 3.29851 -1.31968 2.80100 0.039 -0.002 0.032
H 5.68540 -0.98473 3.31616 0.007 0.018 0.006
H 6.77545 1.17154 2.77983 -0.009 0.004 0.006
H 5.48606 2.97422 1.69836 -0.006 -0.008 -0.008
H 3.10646 2.62919 1.12571 0.007 0.025 0.037
H -2.65895 3.81446 0.59593 -0.010 0.003 0.016
H -2.78492 6.26252 0.37620 0.011 0.012 -0.014
H -0.85520 7.53440 -0.49380 0.005 -0.006 -0.011
H 1.21007 6.35551 -1.16328 -0.001 -0.010 0.000
H 1.35252 3.89639 -0.94655 0.015 0.029 -0.002
H -2.73048 1.58834 -1.53415 -0.099 -0.001 -0.001
H -4.98275 0.63375 -1.13947 0.016 -0.005 -0.009
H -5.58392 -0.21759 1.09804 0.008 -0.003 0.009
H -3.95325 -0.09630 2.95257 -0.010 0.007 -0.010
H -1.71990 0.87442 2.57495 0.007 -0.042 0.038
C -1.34914 -4.25751 -0.00602 0.023 0.049 -0.123
C -2.02700 -3.57469 -1.19302 -0.188 -0.145 0.025
C -2.10510 -4.55056 -2.36472 0.008 0.084 0.070
C -3.42895 -3.10242 -0.79734 0.107 -0.058 0.022
N -1.17391 -2.46476 -1.66811 0.210 -0.136 -0.135
N -0.86196 -1.48298 -0.68600 -0.029 0.361 0.071
H -1.85644 -5.19597 0.21247 -0.002 -0.003 0.029
H -1.39783 -3.64630 0.89880 -0.022 -0.063 0.000
H -0.30548 -4.48301 -0.24011 -0.009 0.007 0.036
H -2.75855 -5.38532 -2.11433 -0.002 -0.016 -0.038
H -1.11222 -4.93721 -2.59772 -0.028 -0.012 -0.022
H -2.50955 -4.06325 -3.25589 -0.008 -0.010 0.012
H -4.01637 -3.95074 -0.44489 -0.051 0.046 0.010
H -3.95044 -2.66035 -1.64918 -0.002 0.007 -0.006
H -3.39592 -2.36900 0.01358 -0.035 -0.017 -0.008
H -1.65880 -1.98519 -2.41787 0.014 0.058 -0.083
H -0.34973 -1.96423 0.04199 0.020 -0.044 -0.049
H -1.70475 -1.10087 -0.25124 -0.005 -0.084 0.102
```
Forces are in eV/Å.

Properties
relative energy (zero: lowest compared OMol25 entry of this formula, charge and spin) = 0.0 kcal/mol
2S+1 = 2
gap between HOMO and LUMO (spin up / spin down) = 0.321 / 0.251 hartree
net charge = +2

Results of the Löwdin charge analysis, in e, for atoms 1 through 8:
1. Cu 0.361
2. N 0.141
3. C -0.281
4. C 0.017
5. C -0.021
6. C -0.031
7. C -0.129
8. N 0.053



No. 2
Density functional theory data (ωB97M-V/def2-TZVPD) for C4H5NOS as an isolated structure in a non-equilibrium geometry.

XYZ file:
```
12
Properties=species:S:1:pos:R:3:forces:R:3
C 1.68750 0.20542 -0.56340 -0.561 0.116 0.179
C -1.15031 -1.41369 1.34928 1.332 -0.231 -2.272
C 0.46658 0.17492 -1.44119 -0.141 -0.085 -0.505
C -0.17645 0.44619 -0.09682 -0.677 -0.707 1.286
N 1.07803 0.48695 0.54963 0.543 0.121 0.184
O -1.07272 -2.52935 0.98612 -0.280 0.501 0.603
S -1.44494 1.58944 0.27414 -0.074 0.202 -0.268
H 2.73722 0.05426 -0.72346 0.367 -0.090 0.023
H -1.66868 -0.97968 2.20134 -0.480 0.254 0.667
H 0.38252 1.00743 -2.14093 0.005 -0.025 -0.055
H 0.22598 -0.75812 -1.94236 -0.045 -0.117 0.002
H -1.06474 1.71623 1.54764 0.011 0.061 0.156
```
Forces are in eV/Å.

Properties
relative energy (zero: lowest compared OMol25 entry of this formula, charge and spin) = 117.3 kcal/mol
2S+1 = 1
gap between HOMO and LUMO (spin up / spin down) = 0.288 / 0.290 hartree

Results of the natural (NBO) charge analysis, in e, for atoms 1 through 8:
1. C 0.083
2. C 0.414
3. C -0.526
4. C -0.029
5. N -0.429
6. O -0.475
7. S 0.037
8. H 0.194



No. 3
Density functional theory data (ωB97M-V/def2-TZVPD) for a 8-piece molecular cluster, C52H44B2F7NO6 overall in a non-equilibrium geometry.

XYZ file:
```
112
Properties=species:S:1:pos:R:3:forces:R:3
N -2.93221 -0.56040 3.71970 0.535 -1.099 -2.531
B -2.33659 0.09981 2.45194 -1.076 1.243 0.431
O -2.84006 1.43727 2.06403 1.673 -3.416 -0.692
C -1.21885 -0.79164 1.64016 2.429 -1.720 -2.216
C -1.64615 -2.36048 1.27154 3.929 0.714 -0.992
C -0.56379 -3.36508 0.49087 1.120 3.692 0.962
O -0.87263 -4.78311 0.17403 1.205 2.085 3.243
B -0.50917 -5.54670 1.41868 0.519 -0.387 0.886
O -1.48914 -5.75229 2.53433 2.735 2.319 -1.658
O 0.87167 -6.13583 1.50324 -2.659 3.030 0.786
C 0.89869 -2.74379 0.08254 -2.116 1.920 1.732
C 1.29580 -1.16668 0.45660 -2.351 -1.265 0.514
C 0.22895 -0.14561 1.23056 -0.141 -3.903 -1.316
C 0.74286 1.38379 1.49805 -1.198 3.860 0.337
O -0.00603 2.48023 1.62450 3.923 -6.753 -0.719
C 2.39451 1.62076 1.56714 2.238 -3.413 -2.295
C 3.36739 0.68127 0.87670 -3.552 1.474 1.253
C 2.80401 -0.65051 0.03749 2.362 -1.588 -2.539
O 3.55092 -1.26192 -0.88990 -4.612 3.646 5.761
H -3.80749 -1.03636 3.34464 0.919 0.977 0.954
H -2.31674 -1.38830 3.98267 -0.980 1.461 -0.449
H -2.54015 1.69887 1.14057 -0.270 -0.448 1.762
H -2.70772 -2.81174 1.54061 2.490 1.207 -0.574
H -1.30937 -5.01380 3.20782 -0.449 -1.670 -1.291
H 1.41648 -5.42052 1.96378 -0.738 -1.483 -0.890
H 1.70733 -3.43507 -0.45440 -1.959 1.736 1.277
H 2.84783 2.54936 2.11677 -1.330 -1.845 -1.160
H 4.52613 0.85333 0.88636 -2.552 -0.303 -0.098
F -3.46050 3.35448 -4.23707 -0.063 -0.091 -0.200
C -3.08682 3.86887 -3.05792 0.293 0.425 0.949
C -2.11115 3.22185 -2.30753 -0.049 -0.026 -0.069
C -1.71809 3.75986 -1.08212 -0.312 0.226 -0.148
C -2.31360 4.93426 -0.61530 -0.003 -0.027 0.004
C -3.29564 5.57355 -1.37349 0.241 -0.356 -0.061
C -3.68040 5.04138 -2.60385 -0.031 -0.038 -0.072
H -1.66574 2.30610 -2.68232 -0.043 0.093 -0.010
H -0.95058 3.26586 -0.49149 -0.126 0.093 -0.093
H -2.00990 5.35111 0.34260 -0.049 -0.101 -0.178
H -3.76064 6.48523 -1.00619 0.077 -0.163 -0.107
H -4.43575 5.53015 -3.21022 0.067 -0.091 0.030
F 3.11507 -5.52746 -0.72444 0.121 0.318 0.218
C 2.67496 -6.50798 -1.52412 -0.455 -0.983 -0.772
C 3.55887 -7.12061 -2.40562 0.046 0.076 0.078
C 3.10225 -8.14508 -3.23480 -0.413 0.116 0.230
C 1.76278 -8.53839 -3.18084 0.073 0.034 0.031
C 0.88218 -7.91389 -2.29627 0.499 0.062 -0.091
C 1.34168 -6.89723 -1.45944 -0.123 0.069 -0.019
H 4.59377 -6.79613 -2.43949 -0.106 -0.008 0.037
H 3.78714 -8.63572 -3.92193 -0.099 0.127 0.130
H 1.40604 -9.33444 -3.83092 0.078 0.144 0.114
H -0.16084 -8.21891 -2.25897 0.180 0.087 0.015
H 0.67295 -6.40717 -0.75961 0.273 -0.073 -0.274
F -2.11566 -2.23159 -1.52960 -0.084 0.178 0.108
C -2.24463 -2.72223 -2.76946 -0.117 -0.462 -1.214
C -2.41285 -1.84759 -3.83735 0.025 0.052 0.073
C -2.54203 -2.35779 -5.12909 0.055 -0.374 0.260
C -2.51246 -3.73892 -5.33733 0.001 0.124 0.086
C -2.34825 -4.60885 -4.25835 -0.174 0.383 -0.016
C -2.20791 -4.09789 -2.96829 -0.014 0.032 0.080
H -2.44174 -0.77825 -3.65538 0.012 -0.101 0.016
H -2.66617 -1.68205 -5.97166 0.010 -0.083 0.187
H -2.61773 -4.13660 -6.34448 -0.049 0.098 0.214
H -2.32967 -5.68358 -4.42239 -0.074 0.412 0.146
H -2.07049 -4.75929 -2.11930 -0.008 0.096 -0.037
F -8.29667 0.95627 5.82853 -0.170 -0.143 0.195
C -7.57675 1.62393 4.91718 0.621 0.575 -0.791
C -8.21046 2.53207 4.07613 -0.074 -0.029 0.060
C -7.46041 3.23124 3.13053 0.338 -0.285 0.209
C -6.08534 3.00610 3.02915 -0.113 0.005 0.021
C -5.45931 2.08880 3.87448 -0.271 0.119 0.026
C -6.20771 1.39815 4.82734 -0.102 -0.024 0.029
H -9.28076 2.68770 4.16383 0.103 -0.038 0.035
H -7.94509 3.94914 2.47353 0.043 -0.145 0.129
H -5.50147 3.54837 2.28847 -0.079 -0.124 0.140
H -4.38967 1.91222 3.79096 -0.279 0.029 0.042
H -5.73577 0.68816 5.49840 -0.051 0.052 -0.057
F 5.20181 3.30128 3.26655 0.145 -0.335 -0.260
C 4.64627 4.28741 3.98317 -0.528 0.960 0.785
C 4.35233 4.07568 5.32571 0.068 -0.102 -0.081
C 3.77862 5.10388 6.07354 0.000 0.254 -0.469
C 3.49493 6.33000 5.46696 -0.060 -0.193 0.019
C 3.78904 6.53107 4.11751 -0.023 -0.447 0.227
C 4.37295 5.50652 3.37293 -0.008 -0.030 -0.057
H 4.57207 3.11398 5.77769 0.012 0.082 -0.077
H 3.55216 4.95101 7.12582 0.045 -0.012 -0.205
H 3.04335 7.13018 6.04950 0.123 -0.166 -0.131
H 3.56356 7.48482 3.64655 0.084 -0.212 0.058
H 4.61634 5.64867 2.32523 -0.011 -0.046 0.083
F 5.12883 8.66579 5.43566 0.015 0.131 0.207
C 5.84875 9.33344 4.52430 0.607 0.543 -0.709
C 5.21504 10.24158 3.68326 -0.044 -0.044 0.034
C 5.96509 10.94076 2.73765 0.323 -0.283 0.200
C 7.34016 10.71562 2.63628 -0.074 0.008 0.011
C 7.96618 9.79832 3.48160 -0.412 0.130 -0.030
C 7.21779 9.10767 4.43446 -0.028 -0.059 0.041
H 4.14474 10.39721 3.77095 0.097 -0.018 0.040
H 5.48041 11.65866 2.08065 0.055 -0.151 0.134
H 7.92403 11.25788 1.89559 -0.113 -0.108 0.148
H 9.03583 9.62174 3.39808 -0.207 0.018 0.053
H 7.68973 8.39768 5.10552 -0.097 0.046 -0.055
F -0.66365 -6.81644 -5.03360 0.237 -0.152 0.113
C -0.79263 -7.30708 -6.27346 -0.061 -0.428 -1.035
C -0.96084 -6.43245 -7.34135 0.013 0.058 0.036
C -1.09002 -6.94264 -8.63309 0.031 -0.405 0.286
C -1.06046 -8.32378 -8.84133 -0.001 0.065 0.019
C -0.89624 -9.19370 -7.76235 -0.013 0.421 -0.032
C -0.75590 -8.68274 -6.47229 -0.009 0.025 0.066
H -0.98973 -5.36310 -7.15938 0.090 -0.151 0.019
H -1.21416 -6.26691 -9.47566 0.017 -0.096 0.184
H -1.16573 -8.72146 -9.84848 0.022 0.072 0.201
H -0.87766 -10.26844 -7.92639 0.015 0.201 0.065
H -0.61849 -9.34415 -5.62330 -0.029 0.096 -0.050
```
Forces are in eV/Å.

Properties
2S+1 = 1
gap between HOMO and LUMO = 0.249 hartree

Results of the Löwdin charge analysis, in e, for atoms 1 through 8:
1. N 0.082
2. B -0.445
3. O 0.036
4. C 0.021
5. C 0.080
6. C -0.120
7. O -0.009
8. B -0.463



No. 4
Density functional theory data (ωB97M-V/def2-TZVPD) for C17H39OP3RuS as an isolated structure in a non-equilibrium geometry.

XYZ file:
```
62
Properties=species:S:1:pos:R:3:forces:R:3
Ru -0.37948 0.63806 -2.36881 -0.255 -1.408 -2.061
P -1.57987 2.18811 -1.28582 -1.890 3.354 1.672
P -1.63857 -1.39771 -0.13980 -1.274 -0.185 1.128
P 1.51043 1.51068 -1.75432 2.807 2.730 1.703
H 0.30799 -3.99326 -2.32113 0.509 -0.324 0.274
C 1.40392 -4.03430 -2.23370 0.178 0.522 -0.245
C 2.12120 -3.53570 -1.21686 0.045 -0.338 -0.027
H 1.71499 -3.21289 -0.23952 0.057 0.005 -0.812
C -2.78396 2.36676 -2.65106 0.563 -0.520 -0.164
C -2.72329 2.14202 0.15894 0.144 -0.782 0.513
C -1.08303 3.94442 -1.01028 0.674 -0.253 -0.101
C -1.09060 -3.09348 0.10479 0.732 -0.362 -0.298
C -1.26795 -0.51942 1.38437 0.376 0.394 -0.108
C -3.42658 -1.46205 -0.37104 0.022 0.036 -0.432
C 2.79942 0.25503 -2.03863 -0.257 -0.284 0.022
C 1.76954 1.98728 -0.00192 -0.516 -0.311 -0.097
C 1.94046 3.08477 -2.65471 -0.220 -0.428 -0.219
H 1.90193 -4.49531 -3.10116 -0.185 0.307 0.470
H 3.21695 -3.55838 -1.26685 -0.453 -0.140 0.103
H -2.93760 3.43546 -2.83647 0.022 -0.298 -0.171
H -3.71848 1.88094 -2.36369 0.072 -0.045 -0.272
H -2.32783 1.88462 -3.52621 -0.653 0.238 -0.425
H -3.47964 2.93738 0.05385 0.399 -0.160 -0.267
H -2.17561 2.32668 1.09293 -0.122 -0.025 -0.258
H -3.25484 1.19159 0.25816 0.073 0.285 -0.044
H -1.95850 4.55527 -1.26005 0.175 -0.131 0.129
H -0.24824 4.24790 -1.64303 -0.168 0.119 0.099
H -0.81580 4.12245 0.03875 -0.049 -0.074 -0.254
H -1.98671 -3.69844 0.30103 0.186 0.162 -0.180
H -0.43881 -3.14016 0.99057 -0.222 0.176 -0.282
H -0.52744 -3.51254 -0.73181 -0.285 -0.024 0.121
H -2.20363 -0.43266 1.95461 0.272 -0.064 -0.057
H -0.86362 0.47459 1.17416 -0.134 -0.124 0.149
H -0.49346 -1.05487 1.94667 -0.262 0.114 -0.101
H -3.75875 -2.41399 0.06468 -0.171 0.369 -0.058
H -3.65446 -1.45541 -1.44557 -0.141 -0.133 0.281
H -3.91476 -0.60733 0.10987 0.002 -0.390 -0.085
H 3.74016 0.72869 -2.32994 -0.083 0.110 -0.018
H 2.47772 -0.42741 -2.82890 0.270 -0.019 0.150
H 2.97195 -0.30837 -1.11080 -0.133 0.106 -0.297
H 2.70806 2.54357 0.10642 -0.067 -0.112 -0.243
H 1.82594 1.08827 0.63748 -0.158 0.399 -0.233
H 0.95454 2.64226 0.34369 0.291 -0.200 -0.094
H 2.61048 2.86550 -3.49478 -0.132 -0.005 0.104
H 2.44366 3.80248 -1.99041 -0.155 -0.370 -0.061
H 1.03152 3.55526 -3.05346 0.326 -0.128 0.023
C 0.71959 -0.32359 -5.72677 -0.109 -0.615 -0.525
C 0.14189 -0.24301 -7.03203 0.044 1.603 2.239
C 0.57652 -1.06607 -8.06515 1.079 -1.722 -1.364
C 1.52084 -2.07877 -7.83492 -0.178 0.105 -0.007
C 1.98354 -2.25822 -6.53063 0.515 -1.241 -1.745
C 1.57251 -1.42528 -5.47721 -0.925 1.603 1.338
S 0.32524 0.95447 -4.61372 -0.422 -0.377 -0.111
H -1.27344 -0.55983 -1.32261 0.064 -1.262 1.031
H -0.60900 0.52398 -7.20064 0.019 -0.100 -0.202
H 0.20125 -0.88978 -9.06504 -0.069 -0.039 -0.110
H 1.88616 -2.70968 -8.65800 -0.214 0.320 0.442
H 2.69476 -3.06872 -6.34384 -0.171 0.302 0.078
H 1.90536 -1.61551 -4.45412 0.033 -0.093 -0.376
O 1.66505 -0.07911 2.21855 0.105 -0.098 0.103
H 1.65868 0.56931 2.94264 0.182 -0.375 -0.053
H 2.45980 -0.61994 2.34485 -0.160 0.202 0.287
```
Forces are in eV/Å.

Properties
relative energy (zero: lowest compared OMol25 entry of this formula, charge and spin) = 53.4 kcal/mol
2S+1 = 5
gap between HOMO and LUMO (spin up / spin down) = 0.271 / 0.160 hartree
net charge = +4

Results of the Löwdin charge analysis, in e, for atoms 1 through 8:
1. Ru 0.457
2. P 0.709
3. P 0.935
4. P 0.660
5. H 0.033
6. C -0.074
7. C -0.063
8. H 0.044